[1]
ORCA calculation (wB97M-V/def2-TZVPD) on C43H35BBrF2N2O8Ru as an isolated structure.

Results
Relative energy (zero: lowest compared OMol25 entry of this formula, charge and spin) = 425.0 kJ/mol
2S+1 = 6
Total charge = -2
E_HOMO (spin up / spin down) = 0.08 / -2.34 eV
⟨S²⟩ = 8.84
F_max = 0.78 eV/Å
Calculated total energy = -5264.59852 a.u.

Each line ends with the Löwdin spin population.
Atoms and positions in Å:
1 Ru 1.43 -1.23 0.00  2.559
2 O -1.62 -3.29 -2.41  0.087
3 C -0.89 -3.07 -1.25  0.143
4 O -1.01 -2.01 -0.63  0.195
5 C 0.06 -4.06 -0.86  0.191
6 C 0.13 -5.43 -1.19  0.066
7 C 1.01 -6.23 -0.51  0.073
8 C 1.86 -5.69 0.49  0.167
9 C 1.81 -4.32 0.67  0.021
10 N 0.98 -3.53 0.02  0.236
11 C 2.82 -3.55 1.54  0.004
12 O 3.48 -4.16 2.38  0.012
13 O 2.91 -2.31 1.25  0.046
14 H -0.53 -5.84 -1.95  0.003
15 H 1.05 -7.29 -0.75  0.002
16 H 2.56 -6.28 1.06  0.012
17 C -1.63 4.44 1.43  0.000
18 C -2.32 3.21 0.84  0.000
19 C -3.79 3.46 0.58  0.000
20 O -1.70 2.85 -0.37  -0.001
21 C -0.73 1.82 -0.10  0.000
22 C -1.36 1.07 1.10  0.008
23 O -2.16 2.11 1.72  0.001
24 C -0.47 0.39 2.17  0.017
25 O 0.16 -0.68 1.61  0.124
26 C 0.52 1.35 2.87  0.001
27 C 1.86 0.97 2.94  -0.003
28 C 2.79 1.75 3.61  0.000
29 C 2.40 2.92 4.25  0.000
30 C 1.06 3.28 4.23  0.000
31 C 0.13 2.50 3.56  0.000
32 C -1.37 -0.21 3.28  0.003
33 C -2.76 -0.24 3.26  0.003
34 C -3.48 -0.91 4.24  0.000
35 C -2.82 -1.56 5.27  0.003
36 C -1.43 -1.55 5.30  0.000
37 C -0.72 -0.88 4.32  0.002
38 C -0.43 1.09 -1.44  0.005
39 O 0.70 0.33 -1.28  0.102
40 C -0.11 2.21 -2.46  -0.001
41 C -1.05 2.74 -3.33  0.002
42 C -0.71 3.74 -4.23  0.000
43 C 0.59 4.24 -4.25  0.001
44 C 1.53 3.72 -3.38  0.000
45 C 1.18 2.72 -2.49  0.000
46 C -1.59 0.22 -1.99  0.003
47 C -2.93 0.39 -1.67  0.250
48 C -3.88 -0.62 -1.99  0.016
49 C -3.54 -1.77 -2.59  0.163
50 C -2.13 -2.04 -3.01  0.068
51 C -1.23 -0.88 -2.74  0.333
52 H -1.79 5.30 0.78  0.000
53 H -0.56 4.26 1.51  0.000
54 H -2.02 4.67 2.42  0.000
55 H -3.91 4.20 -0.21  0.000
56 H -4.28 3.83 1.48  0.000
57 H -4.28 2.53 0.28  0.000
58 H 0.22 2.27 0.20  0.000
59 H -2.01 0.28 0.72  0.004
60 H 2.15 0.04 2.47  -0.003
61 H 3.83 1.44 3.64  0.000
62 H 3.12 3.53 4.77  0.000
63 H 0.72 4.17 4.75  0.000
64 H -0.92 2.76 3.59  0.000
65 H -3.30 0.26 2.47  0.000
66 H -4.56 -0.92 4.19  0.000
67 H -3.38 -2.09 6.04  0.000
68 H -0.89 -2.07 6.08  0.000
69 H 0.36 -0.90 4.32  0.000
70 H -2.06 2.35 -3.32  0.001
71 H -1.46 4.14 -4.90  0.000
72 H 0.86 5.03 -4.95  0.000
73 H 2.55 4.10 -3.39  0.000
74 H 1.92 2.30 -1.81  0.000
75 H -3.25 1.26 -1.12  0.015
76 H -4.92 -0.46 -1.70  -0.005
77 H -4.27 -2.55 -2.79  0.010
78 H -2.09 -2.30 -4.07  0.028
79 H -0.19 -1.01 -3.00  0.014
80 Br 3.93 0.42 -5.20  0.001
81 C 3.66 -0.99 -3.97  0.001
82 C 4.50 -2.10 -3.95  0.007
83 C 4.25 -3.10 -3.04  0.001
84 C 3.18 -2.95 -2.16  0.011
85 N 2.39 -1.88 -2.17  0.046
86 C 2.62 -0.91 -3.06  0.010
87 H 5.33 -2.16 -4.65  0.000
88 H 4.87 -3.99 -2.97  0.000
89 H 2.95 -3.71 -1.42  0.000
90 H 1.95 -0.06 -3.00  0.000
91 F 2.93 1.40 0.21  -0.009
92 B 2.99 0.07 0.03  -0.040
93 F 4.24 -0.35 -0.24  -0.012


[2]
ORCA calculation (wB97M-V/def2-TZVPD) on C43H35F5HgIN2O2P2STe as an isolated structure.

Results
2S+1 = 2
E_HOMO (spin up / spin down) = -6.29 / -7.93 eV
⟨S²⟩ = 0.76
F_max = 4.44 eV/Å
Calculated total energy = -4218.89725 a.u.

Each line ends with the Löwdin spin population.
Atoms and positions in Å:
1 Hg -0.33 -1.64 1.04  0.005
2 O -1.19 2.40 -2.67  0.036
3 S -1.51 1.83 -1.35  0.041
4 C -2.62 3.01 -0.54  0.007
5 C -3.57 3.75 -1.23  0.002
6 C -4.40 4.61 -0.53  0.001
7 C -4.27 4.75 0.85  0.000
8 C -3.30 4.03 1.54  0.000
9 C -2.46 3.16 0.85  0.000
10 P -1.15 2.14 1.62  0.003
11 C 0.29 3.23 1.39  0.000
12 C 0.21 4.62 1.41  0.000
13 C 1.36 5.38 1.29  0.000
14 C 2.59 4.76 1.12  0.000
15 C 2.68 3.38 1.07  0.000
16 C 1.53 2.61 1.21  0.000
17 C -1.57 2.37 3.38  0.001
18 C -2.62 1.57 3.84  0.000
19 C -2.97 1.59 5.18  0.000
20 C -2.26 2.38 6.07  0.000
21 C -1.22 3.17 5.62  0.000
22 C -0.86 3.16 4.28  0.000
23 C -2.74 0.52 -1.65  0.024
24 C -3.96 0.43 -1.00  -0.002
25 C -4.74 -0.71 -1.18  0.019
26 C -4.34 -1.70 -2.05  0.006
27 C -3.14 -1.59 -2.75  0.038
28 C -2.33 -0.47 -2.56  0.154
29 P -0.48 -0.48 -2.93  0.371
30 C 1.36 -0.60 -2.49  0.141
31 C 2.00 0.64 -2.58  0.032
32 C 3.35 0.76 -2.31  -0.001
33 C 4.08 -0.35 -1.92  0.027
34 C 3.45 -1.56 -1.72  0.001
35 C 2.08 -1.71 -1.94  0.034
36 C -0.35 0.27 -4.58  0.005
37 C -1.42 0.96 -5.14  0.010
38 C -1.39 1.30 -6.48  -0.001
39 C -0.32 0.92 -7.28  0.011
40 C 0.74 0.23 -6.72  -0.001
41 C 0.73 -0.10 -5.38  0.010
42 H -3.66 3.64 -2.30  0.000
43 H -5.15 5.18 -1.06  0.000
44 H -4.93 5.42 1.39  0.000
45 H -3.20 4.15 2.61  0.000
46 H -0.75 5.10 1.54  0.000
47 H 1.30 6.46 1.31  0.000
48 H 3.49 5.36 1.04  0.000
49 H 3.64 2.90 0.93  0.000
50 H 1.58 1.53 1.16  0.000
51 H -3.14 0.93 3.14  0.000
52 H -3.78 0.97 5.54  0.000
53 H -2.53 2.39 7.12  0.000
54 H -0.67 3.79 6.32  0.000
55 H -0.03 3.76 3.93  0.000
56 H -4.30 1.22 -0.35  0.000
57 H -5.66 -0.81 -0.63  0.001
58 H -4.95 -2.59 -2.19  0.001
59 H -2.89 -2.32 -3.51  0.003
60 H 1.42 1.49 -2.91  0.002
61 H 3.84 1.71 -2.44  0.000
62 H 5.14 -0.27 -1.75  0.002
63 H 4.02 -2.42 -1.40  0.000
64 H 2.19 -3.59 -1.48  0.000
65 H -2.26 1.23 -4.52  0.001
66 H -2.23 1.83 -6.92  0.000
67 H -0.33 1.14 -8.34  0.001
68 H 1.57 -0.08 -7.35  0.000
69 H 1.55 -0.67 -4.95  0.001
70 I -0.61 -3.27 4.43  0.001
71 C 0.88 -1.79 4.67  0.000
72 C 1.85 -1.94 5.65  0.000
73 C 2.82 -0.95 5.75  0.000
74 C 2.77 0.13 4.88  0.000
75 C 1.76 0.16 3.93  0.000
76 N 0.84 -0.78 3.83  0.000
77 H 1.85 -2.80 6.31  0.000
78 H 3.60 -1.04 6.49  0.000
79 H 3.51 0.92 4.93  0.000
80 H 1.68 0.98 3.22  0.000
81 F -1.89 -4.29 0.59  0.000
82 Te -0.75 -3.91 -0.98  0.000
83 F -1.89 -5.40 -1.54  0.000
84 F 0.57 -4.54 0.33  0.000
85 F 0.42 -5.13 -2.02  0.000
86 F -0.54 -2.00 -3.57  0.005
87 O 1.51 -2.93 -1.64  0.007
88 C 3.64 -3.57 2.18  0.000
89 C 3.11 -2.34 1.63  0.000
90 N 2.68 -1.38 1.19  0.000
91 H 4.45 -3.94 1.56  0.000
92 H 2.84 -4.31 2.21  0.000
93 H 4.01 -3.39 3.19  0.000


[3]
ORCA calculation (wB97M-V/def2-TZVPD) on C43H35GeN2O3RhS3 as an isolated structure.

Results
Relative energy (zero: lowest compared OMol25 entry of this formula, charge and spin) = 0.0 kJ/mol
Total charge = -2
E_HOMO (spin up / spin down) = -0.40 / -0.40 eV
F_max = 0.28 eV/Å
Calculated total energy = -5376.77336 a.u.

Each line ends with the Mulliken charge.
Atoms and positions in Å:
1 Rh -0.21 1.00 -0.01  -0.460
2 S 1.91 1.74 0.57  -0.426
3 C 1.99 2.63 2.07  0.344
4 C 3.12 2.47 2.88  -0.772
5 C 3.28 3.14 4.08  -0.515
6 C 2.29 4.00 4.54  -0.682
7 C 1.15 4.17 3.76  -0.454
8 C 0.99 3.52 2.54  0.475
9 S -0.45 3.93 1.59  -0.356
10 H 3.88 1.78 2.54  0.389
11 H 4.17 2.97 4.67  0.318
12 H 2.38 4.51 5.49  0.328
13 H 0.34 4.81 4.11  0.361
14 O -1.99 0.29 -0.78  -0.533
15 N -1.96 -0.69 -1.57  -0.532
16 N -0.76 -1.16 -1.81  1.234
17 O 0.36 -0.67 -1.30  -0.538
18 C -0.68 -2.28 -2.66  -0.250
19 C 0.58 -2.77 -2.99  -0.035
20 C 0.70 -3.88 -3.81  -0.452
21 C -0.42 -4.52 -4.32  -0.521
22 C -1.68 -4.02 -3.99  -0.625
23 C -1.82 -2.92 -3.17  -0.302
24 H 1.45 -2.26 -2.58  0.295
25 H 1.69 -4.24 -4.06  0.394
26 H -0.32 -5.38 -4.96  0.390
27 H -2.57 -4.51 -4.37  0.355
28 H -2.80 -2.54 -2.90  0.487
29 O 2.79 2.11 -6.26  -0.713
30 S 1.80 1.41 -5.39  0.478
31 C 1.02 0.17 -6.44  -0.136
32 C 1.36 0.14 -7.79  -0.332
33 C 0.74 -0.80 -8.61  -0.390
34 C -0.19 -1.68 -8.09  -0.541
35 C -0.52 -1.63 -6.74  -0.410
36 C 0.08 -0.70 -5.91  -0.340
37 C 2.69 0.31 -4.32  0.204
38 C 3.57 -0.65 -4.81  -0.405
39 C 4.28 -1.41 -3.91  -0.585
40 C 4.11 -1.21 -2.53  -0.557
41 C 3.21 -0.27 -2.06  -0.360
42 C 2.49 0.51 -2.97  0.212
43 H 2.09 0.84 -8.16  0.462
44 H 1.00 -0.84 -9.66  0.364
45 H -0.67 -2.42 -8.73  0.362
46 H -1.25 -2.32 -6.32  0.420
47 H -0.17 -0.66 -4.86  0.531
48 H 3.70 -0.77 -5.88  0.405
49 H 4.98 -2.16 -4.26  0.361
50 H 4.67 -1.82 -1.83  0.382
51 H 3.05 -0.12 -1.00  0.157
52 H 1.79 1.24 -2.60  0.404
53 C -1.15 2.28 1.22  -0.539
54 Ge -1.36 1.12 2.76  2.238
55 C -2.36 1.95 4.29  -0.490
56 C -2.84 3.26 4.21  -0.572
57 C -3.57 3.83 5.25  -0.625
58 C -3.85 3.10 6.39  -0.384
59 C -3.39 1.79 6.49  -0.771
60 C -2.66 1.23 5.46  0.222
61 C -2.53 -0.44 2.36  -0.190
62 C -2.05 -1.54 1.65  0.346
63 C -2.87 -2.62 1.35  -0.858
64 C -4.20 -2.62 1.74  -0.503
65 C -4.70 -1.54 2.45  -0.714
66 C -3.87 -0.47 2.76  -0.305
67 C 0.26 0.40 3.65  -0.082
68 C 0.61 0.79 4.94  0.268
69 C 1.73 0.27 5.57  -0.818
70 C 2.53 -0.66 4.92  -0.386
71 C 2.20 -1.05 3.63  -0.952
72 C 1.08 -0.52 3.00  0.253
73 H -2.15 2.52 0.82  0.738
74 H -2.61 3.84 3.33  0.223
75 H -3.92 4.85 5.16  0.372
76 H -4.43 3.54 7.20  0.339
77 H -3.61 1.20 7.38  0.359
78 H -2.31 0.20 5.55  0.417
79 H -1.03 -1.53 1.29  -0.029
80 H -2.46 -3.46 0.78  0.406
81 H -4.84 -3.46 1.50  0.339
82 H -5.74 -1.52 2.75  0.374
83 H -4.28 0.37 3.31  0.299
84 H 0.01 1.53 5.46  0.299
85 H 1.99 0.61 6.57  0.340
86 H 3.41 -1.06 5.40  0.329
87 H 2.83 -1.75 3.09  0.395
88 H 0.87 -0.78 1.97  -0.233